Record 1
Molecular formula: C4H4O
Method: DFT, ωB97M-V with the def2-TZVPD basis set

Element x y z (Å)
C (2.4930, 0.2537, 0.4279)
C (1.8296, -0.5510, -0.4349)
C (-2.7111, 0.1186, 0.0905)
C (1.0936, 0.0983, 0.5524)
O (-3.8649, -0.2251, 0.0276)
H (3.4313, 0.7261, 0.5503)
H (2.0399, -0.9568, -1.3819)
H (-2.3383, 0.8460, -0.4999)
H (-1.9732, -0.3099, 0.6680)

SMILES = C1=CC=1.C=O
E_HOMO = -9.3 eV
F_max = 0.0786 Eh/bohr
ΔE to the lowest compared entry with this formula, charge and spin = 113.2 kcal per mole
Total energy = -229.8476 Eh

---

Record 2
Molecular formula: C4H5NO2S2
Method: DFT, ωB97M-V with the def2-TZVPD basis set

Element x y z (Å)
C (-0.6786, -0.4250, -0.1757)
C (-2.9388, -1.2016, -0.3349)
C (1.5250, -0.7173, 0.2053)
C (1.6707, 0.7461, 0.4261)
N (0.1666, -1.2490, 0.1084)
O (0.1971, 1.6341, -1.7141)
O (-0.6327, 2.2118, 0.4481)
S (-3.8536, -0.7097, 0.8043)
S (-0.0040, 1.2436, -0.3535)
H (-3.0041, -1.4610, -1.3156)
H (2.0884, -1.0901, -0.6059)
H (1.7629, -1.3431, 1.1385)
H (1.3538, 0.8901, 1.4495)
H (2.3471, 1.4711, -0.0804)

E_HOMO (spin up / spin down) = -8.4 / -8.3 eV
F_max = 0.0925 Eh/bohr
ΔE to the lowest compared entry with this formula, charge and spin = 145.7 kcal per mole
Total energy = -1156.8084 Eh

---

Record 3
Molecular formula: CH2OS2
Method: DFT, ωB97M-V with the def2-TZVPD basis set

Element x y z (Å)
C (-0.5526, 0.2444, -0.4023)
H (0.3944, -0.0853, 1.3093)
H (1.6343, -0.9034, -0.0764)
O (-1.6898, 0.4214, -0.8796)
S (-0.4661, 1.1109, 1.1614)
S (0.6798, -0.7880, -1.1123)

SMILES = O=C(S)S
E_HOMO = -9.9 eV
F_max = 0.1041 Eh/bohr
ΔE to the lowest compared entry with this formula, charge and spin = 29.7 kcal per mole
Total energy = -910.8683 Eh

---

Record 4
Molecular formula: C3H8N4O
Method: DFT, ωB97M-V with the def2-TZVPD basis set

Element x y z (Å)
C (-0.5900, 0.0927, 2.1340)
C (-1.3052, -0.2874, -0.0222)
C (0.9939, 0.5196, 0.3595)
H (-1.8099, 0.8729, 2.2970)
H (0.2363, 0.7190, 3.1080)
H (-0.7489, -1.2094, 2.4397)
H (-2.0521, -0.7179, 0.5332)
H (-2.1670, -0.7346, -1.5007)
H (2.4505, 0.8390, -1.1332)
H (2.2217, -0.4279, -2.7412)
H (0.0868, -0.4284, -2.5245)
N (-0.1340, -0.1434, 0.7152)
N (-1.2699, -0.3222, -1.4596)
N (1.2350, 0.5028, -1.1448)
N (1.2736, -0.6096, -2.1155)
O (1.5791, 1.3349, 1.0552)

E_HOMO = -8.1 eV
F_max = 0.1882 Eh/bohr
ΔE to the lowest compared entry with this formula, charge and spin = 221.0 kcal per mole
Total energy = -413.0638 Eh